A single C3H4O2 molecule, computed with ωB97M-V/def2-TZVPD.

```
! RIJCOSX wB97M-V def2-TZVPD def2/J DEFGRID3
* xyz 0 1
O 2.1533 0.2789 -0.4849
C 1.3558 -0.1198 0.3295
C -0.0907 0.3468 0.3788
C -1.0655 -0.0831 -0.6266
O -1.0355 -0.6676 0.6740
H 1.6326 -0.8612 1.1251
H -0.2636 1.2954 0.8983
H -1.9381 0.5337 -0.8433
H -0.7482 -0.7231 -1.4509
*
```

The LUMO energy comes out at 0.0263 hartree. As for the HOMO energy: -10.158 eV. The calculation puts the strongest force on any atom at 0.80 eV Å⁻¹. As for the total energy: -7268.7660 eV. Its HOMO-LUMO gap is 10.873 eV. As for the structure (SMILES): O=C[C@H]1CO1.

---

A molecular structure, C19H14N4O8Tc, computed with ωB97M-V/def2-TZVPD.

```
! RIJCOSX wB97M-V def2-TZVPD def2/J DEFGRID3
* xyz 0 4
Tc 0.2211 0.4215 0.2259
N 2.1794 1.1330 0.9532
C 2.4644 0.4379 2.2255
C 1.1629 0.3582 3.0299
O 1.1610 0.4157 4.2447
N 0.0726 0.2754 2.2158
C -1.1762 0.7954 2.7250
C -1.5385 2.0461 1.8413
O -2.4180 2.7977 2.1988
O -0.8512 2.1083 0.7363
H 2.9701 1.0919 0.3193
H 2.0292 2.1276 1.1087
H 3.2167 0.9475 2.8253
H 2.8128 -0.5770 2.0239
H -1.1156 1.0929 3.7680
H -2.0005 0.0860 2.5991
O 0.7272 3.8352 -5.4018
C 0.6344 3.4312 -4.2771
C 0.9228 4.2296 -3.0083
O 0.9767 5.4255 -2.9214
C 1.0525 3.2192 -1.8952
C 0.5281 1.9498 -2.3988
O 0.3429 0.9099 -1.6959
C 0.2966 2.0124 -3.8451
O -0.0997 1.1241 -4.5700
O 1.5695 3.3954 -0.8024
C -3.9107 -0.7215 -0.2236
C -3.8456 -2.0970 -0.0545
C -2.6049 -2.6974 0.0595
C -1.4606 -1.9142 0.0367
N -1.5401 -0.5698 -0.0780
C -2.7374 0.0044 -0.2346
C -0.0894 -2.4393 0.0457
C 0.2225 -3.7901 0.0987
C 1.5331 -4.2019 -0.0440
C 2.5080 -3.2388 -0.2725
C 2.1381 -1.9132 -0.2805
N 0.8802 -1.4983 -0.0834
H -4.8581 -0.2162 -0.3383
H -4.7475 -2.6922 -0.0240
H -2.5256 -3.7699 0.1588
H -2.7366 1.0807 -0.3494
H -0.5656 -4.5127 0.2489
H 1.7902 -5.2507 0.0020
H 3.5380 -3.5168 -0.4405
H 2.8706 -1.1356 -0.4517
*
```

The LUMO energy (spin up / spin down) comes out at -0.0656 / -0.0824 hartree. As for the HOMO energy (spin up / spin down): -7.911 / -8.124 eV. The calculation puts the strongest force on any atom at 3.06 eV Å⁻¹. As for the total energy: -44469.3915 eV. Its HOMO-LUMO gap (spin up / spin down) is 6.126 / 5.882 eV.

---

A single C3H9N3 molecule, computed with ωB97M-V/def2-TZVPD.

```
! RIJCOSX wB97M-V def2-TZVPD def2/J DEFGRID3
* xyz 0 1
C 0.2039 2.2516 -0.4313
C -1.5083 -0.8861 0.0691
C 0.9438 -0.7867 0.0365
H 1.2350 2.0341 -0.8049
H -0.4291 2.3906 -1.3270
H 0.1705 3.2028 0.0613
H 0.0966 1.2173 1.3753
H -1.6867 -1.2182 1.1331
H -2.3487 -0.2672 -0.2629
H -1.4305 -1.7729 -0.5408
H 1.7734 -0.1210 0.1301
H 1.9843 -2.3188 0.0379
N -0.3286 1.2054 0.4361
N -0.2609 -0.0964 -0.0627
N 0.9893 -2.0546 -0.0660
*
```

The LUMO energy comes out at 0.0339 hartree. As for the HOMO energy: -8.852 eV. The calculation puts the strongest force on any atom at 1.88 eV Å⁻¹. As for the total energy: -7725.7502 eV. Its HOMO-LUMO gap is 9.776 eV. As for the structure (SMILES): [H]/N=C/N(C)NC.

---

A single C5H8O molecule, computed with ωB97M-V/def2-TZVPD.

```
! RIJCOSX wB97M-V def2-TZVPD def2/J DEFGRID3
* xyz 0 1
C -1.4519 -0.0015 -0.8114
C -0.9243 1.1804 -0.0513
C -0.6663 -0.2084 0.4530
C 0.6621 -0.8888 0.3648
C 1.9313 -0.1978 0.1251
O 1.5859 -0.6667 1.4187
H -0.9571 -0.2564 -1.7463
H -2.5185 -0.2049 -0.7960
H -1.6343 1.7895 0.4998
H -0.1064 1.7369 -0.4962
H -1.2362 -0.5083 1.3290
H 0.6105 -1.9328 0.0494
H 2.7512 -0.7276 -0.3630
H 1.9539 0.8864 0.0243
*
```

The LUMO energy comes out at 0.0429 hartree. As for the HOMO energy: -10.139 eV. The calculation puts the strongest force on any atom at 0.34 eV Å⁻¹. As for the total energy: -7360.0436 eV. Its HOMO-LUMO gap is 11.306 eV. As for the structure (SMILES): C1CC1[C@H]1CO1.

---

2 unconnected molecules or ions with the total composition C2H3N3O, computed with ωB97M-V/def2-TZVPD.

```
! RIJCOSX wB97M-V def2-TZVPD def2/J DEFGRID3
* xyz 0 1
N -1.4838 0.0099 -0.0973
C -0.2843 -0.5488 0.1174
C 0.8754 0.2108 -0.2368
N 1.6930 0.8311 0.5138
N 2.4966 1.3712 1.1328
O -0.1736 -1.7318 -0.1197
H -2.2490 -0.6370 0.0253
H -1.5519 0.9547 0.1836
H 0.6776 -0.4601 -1.5191
*
```

The LUMO energy comes out at -0.0170 hartree. As for the HOMO energy: -8.689 eV. The calculation puts the strongest force on any atom at 5.14 eV Å⁻¹. As for the total energy: -8635.7551 eV. Its HOMO-LUMO gap is 8.226 eV.

---

A molecular structure, C25H50BCuN2O8PSSb, computed with ωB97M-V/def2-TZVPD.

```
! RIJCOSX wB97M-V def2-TZVPD def2/J DEFGRID3
* xyz -1 2
Cu -0.9110 -0.5841 0.0181
O -0.1243 -1.3200 -1.8150
S 0.1339 -2.3943 -0.7728
O 0.8811 -3.5117 -1.3461
O -1.1824 -2.7894 -0.1794
O 0.9190 -1.7096 0.3459
C -1.2644 5.2835 1.9267
C -1.7523 4.0188 1.2376
C -3.0123 3.5347 1.9608
O -0.7354 3.0248 1.3526
B -0.9241 2.1447 0.2238
O -1.3872 2.9566 -0.8599
C -1.9416 4.1575 -0.3265
C -3.3987 4.2717 -0.7579
C -1.1570 5.3162 -0.9363
H -1.1072 5.0679 2.9850
H -2.0051 6.0829 1.8475
H -0.3218 5.6372 1.5092
H -2.7347 3.2524 2.9778
H -3.4472 2.6527 1.4941
H -3.7722 4.3174 2.0107
H -3.9496 3.3641 -0.5160
H -3.4423 4.4120 -1.8397
H -3.8889 5.1238 -0.2801
H -0.0977 5.2459 -0.6840
H -1.5336 6.2882 -0.6110
H -1.2441 5.2536 -2.0222
C -2.9859 -3.0636 6.0444
C -2.0277 -1.9742 5.5731
N -2.0795 -1.7279 4.1407
C -1.3183 -2.6217 3.2478
C -2.1696 -3.7120 2.6067
C -2.9935 -0.8262 3.6932
O -3.8037 -0.2837 4.4363
C -2.9271 -0.4662 2.2387
C -3.9817 -0.7446 1.3758
C -3.8847 -0.3310 0.0263
C -2.8537 0.4436 -0.4064
N -1.9141 0.9733 0.5518
C -1.8259 0.2434 1.8057
H -3.0012 -3.1087 7.1359
H -2.6956 -4.0456 5.6679
H -3.9947 -2.8382 5.6980
H -0.9981 -2.2305 5.8312
H -2.2853 -1.0397 6.0695
H -0.5319 -3.0641 3.8603
H -0.8409 -2.0437 2.4592
H -2.8366 -4.1736 3.3385
H -1.5265 -4.4785 2.1741
H -2.7600 -3.2978 1.7911
H -4.8246 -1.3295 1.7168
H -4.6269 -0.6459 -0.6954
H -2.7848 0.9027 -1.3802
H -1.0526 0.6142 2.4638
C 5.6393 -2.2163 -4.4271
C 4.6893 -1.1824 -3.8220
Sb 3.0040 -1.8525 -2.5665
C 1.7276 -2.3742 -4.2241
C 2.3401 -2.6594 -5.5900
C 3.8659 -3.7632 -2.0592
C 3.4447 -4.9358 -2.9390
H 6.4173 -1.7479 -5.0404
H 5.1089 -2.9271 -5.0629
H 6.1485 -2.7925 -3.6527
H 4.2628 -0.5570 -4.6137
H 5.2638 -0.4964 -3.1886
H 1.0407 -1.5277 -4.2800
H 1.1345 -3.2123 -3.8589
H 3.0066 -1.8595 -5.9202
H 1.5573 -2.7572 -6.3492
H 2.9141 -3.5870 -5.5974
H 3.5218 -3.9330 -1.0390
H 4.9516 -3.6469 -2.0475
H 2.3586 -5.0366 -2.9359
H 3.8663 -5.8782 -2.5740
H 3.7750 -4.8075 -3.9717
C 2.9222 0.6670 0.4927
P 1.9007 1.9690 -0.1717
C 2.1936 3.4464 0.7941
C 2.2990 2.3371 -1.8682
O 0.4550 1.4855 -0.1123
H 3.7747 0.4550 -0.1513
H 2.2866 -0.2296 0.5363
H 3.2601 0.9451 1.4918
H 3.2701 3.5971 0.8972
H 1.7242 3.3182 1.7681
H 1.7419 4.3132 0.3140
H 3.2504 2.8617 -1.9590
H 1.4837 2.9556 -2.2496
H 2.3257 1.4015 -2.4299
*
```

The LUMO energy (spin up / spin down) comes out at 0.0812 / 0.0812 hartree. As for the HOMO energy (spin up / spin down): -2.825 / -4.786 eV. The calculation puts the strongest force on any atom at 1.42 eV Å⁻¹. As for the total energy: -118080.1734 eV. Its HOMO-LUMO gap (spin up / spin down) is 5.035 / 6.995 eV.

---

A gas-phase ion, C4H10N2O (charge +1), computed with ωB97M-V/def2-TZVPD.

```
! RIJCOSX wB97M-V def2-TZVPD def2/J DEFGRID3
* xyz 1 2
N 0.4333 -1.6214 0.1570
C -1.6413 -0.5737 -1.9835
C -1.2823 0.0249 -0.6388
C 0.2334 -0.2924 -0.3579
C 0.7117 0.7058 0.7405
N -0.0203 0.9616 1.7964
O 1.8176 1.1322 0.4613
H 1.2264 -1.7041 0.7873
H 0.6849 -2.2584 -0.5944
H -2.6442 -0.2322 -2.2464
H -0.9884 -0.1441 -2.7489
H -1.5571 -1.6551 -2.0514
H -1.8430 -0.3800 0.1979
H -1.3414 1.1077 -0.7263
H 0.7896 -0.0198 -1.2705
H -0.7385 0.2609 1.9757
H 0.0262 1.7684 2.3996
*
```

The LUMO energy (spin up / spin down) comes out at -0.1313 / -0.3195 hartree. As for the HOMO energy (spin up / spin down): -15.275 / -14.805 eV. The calculation puts the strongest force on any atom at 1.44 eV Å⁻¹. As for the total energy: -9328.9879 eV. Its HOMO-LUMO gap (spin up / spin down) is 11.702 / 6.110 eV.

---

2 unconnected molecules or ions with the total composition C4H12N4O2, computed with ωB97M-V/def2-TZVPD.

```
! RIJCOSX wB97M-V def2-TZVPD def2/J DEFGRID3
* xyz 0 1
C 0.2212 2.1676 0.6952
C -0.6123 1.3499 -0.2838
C -1.5866 -0.8739 -0.9569
C -0.5961 -0.1608 0.0023
N 1.8165 0.0951 -1.4579
N 1.3713 -1.2475 0.8417
N 0.6772 -0.7914 -0.1714
N -1.7553 -2.2864 -0.7168
O 1.5304 -0.4445 2.0145
O 2.9052 -0.2599 -1.1899
H 0.0761 3.2304 0.5088
H 1.2818 1.9559 0.5599
H -0.0627 1.9524 1.7232
H -0.2501 1.5144 -1.2980
H -1.6506 1.6796 -0.2309
H -1.2171 -0.7483 -1.9767
H -2.5657 -0.3946 -0.8756
H -0.9103 -0.3267 1.0454
H 2.2907 -1.5749 0.5275
H 2.0118 0.3753 1.8207
H -2.1131 -2.4517 0.2183
H -0.8623 -2.7602 -0.7995
*
```

The LUMO energy (spin up / spin down) comes out at -0.0057 / -0.0208 hartree. As for the HOMO energy (spin up / spin down): -7.975 / -7.984 eV. The calculation puts the strongest force on any atom at 2.53 eV Å⁻¹. As for the total energy: -14392.3259 eV. Its HOMO-LUMO gap (spin up / spin down) is 7.819 / 7.420 eV.